# 1
The following is a quantum chemistry calculation of a cluster of 2 separate species, C4H10NO3 in total in a non-equilibrium geometry, from the OMol25 dataset.

CARTESIAN COORDINATES (ANGSTROEM)
O1 0.97 -1.85 1.85
C1 0.70 -1.40 0.78
C2 -0.13 -0.08 0.60
C3 0.76 1.04 0.71
C4 1.45 1.56 -0.56
O2 1.13 1.22 -1.65
N1 -1.36 -0.08 1.47
H1 0.99 -1.97 -0.21
H2 -0.54 -0.19 -0.52
H3 0.21 1.93 1.12
H4 1.53 0.84 1.46
H5 2.23 2.39 -0.33
H6 -1.82 -1.02 1.61
H7 -1.30 0.40 2.42
H8 -2.13 0.38 0.85
H9 -1.02 -1.84 -3.29
H10 -0.70 -0.38 -3.49
O3 -0.98 -0.97 -2.83

Energy relative to the best compared isomer or geometry (same formula, charge and spin), kJ/mol: 231.64
HOMO energy, Ha: -0.5179
Kohn-Sham gap, eV: 10.10
Charge: +1
Max |F|, hartree/bohr: 0.10710
Electronic energy, Ha: -438.57416

# 2
The following is a quantum chemistry calculation of a cluster of 2 separate species, C8H13N2O in total in a non-equilibrium geometry, from the OMol25 dataset.

CARTESIAN COORDINATES (ANGSTROEM)
C1 -0.35 -2.16 -3.28
C2 -0.50 -0.94 -3.93
C3 -0.35 -0.47 -1.72
C4 -1.15 1.21 1.08
C5 0.05 1.24 0.35
C6 0.07 0.52 1.65
C7 0.98 1.41 2.59
C8 0.21 -1.02 1.78
N1 -0.44 0.01 -2.95
N2 -0.28 -1.83 -1.92
O1 -0.89 -0.61 -5.17
H1 -0.64 -3.07 -3.80
H2 -1.68 2.18 1.31
H3 -1.98 0.55 0.92
H4 0.69 1.82 -0.36
H5 1.21 2.37 1.96
H6 1.92 0.91 2.81
H7 0.57 1.52 3.64
H8 -0.68 -1.45 1.49
H9 0.56 -1.11 2.82
H10 0.93 -1.32 1.09
H11 -0.40 0.97 -3.16
H12 -0.08 -2.34 -1.15
H13 -0.59 -1.13 -5.91

Energy relative to the best compared isomer or geometry (same formula, charge and spin), kJ/mol: 528.58
HOMO energy, Ha: -0.4478
Kohn-Sham gap, eV: 7.20
Charge: +1
Max |F|, hartree/bohr: 0.08272
Electronic energy, Ha: -496.94955

# 3
The following is a quantum chemistry calculation of a structure of composition C43H35ClIN4OPSV in a non-equilibrium geometry, from the OMol25 dataset.

CARTESIAN COORDINATES (ANGSTROEM)
V1 -0.02 0.64 -1.76
N1 1.44 1.28 0.74
P1 1.77 0.04 -0.40
C1 3.53 0.43 -0.70
C2 4.46 -0.59 -0.92
C3 5.78 -0.27 -1.16
C4 6.20 1.05 -1.16
C5 5.28 2.07 -0.94
C6 3.94 1.76 -0.73
C7 1.93 -1.55 0.48
C8 2.36 -1.67 1.79
C9 2.44 -2.92 2.38
C10 2.15 -4.06 1.63
C11 1.76 -3.94 0.31
C12 1.64 -2.69 -0.27
C13 0.28 2.01 0.71
C14 0.03 3.02 1.66
C15 -1.19 3.65 1.66
C16 -2.17 3.26 0.73
C17 -1.83 2.32 -0.20
N2 -0.62 1.73 -0.24
H1 2.11 1.51 1.46
H2 4.14 -1.62 -0.90
H3 6.50 -1.06 -1.34
H4 7.24 1.30 -1.33
H5 5.59 3.10 -0.94
H6 3.22 2.56 -0.61
H7 2.62 -0.78 2.36
H8 2.75 -3.02 3.41
H9 2.23 -5.03 2.09
H10 1.56 -4.83 -0.28
H11 1.31 -2.58 -1.30
H12 0.79 3.28 2.37
H13 -1.40 4.43 2.37
H14 -3.15 3.71 0.72
H15 -2.54 2.00 -0.95
C18 -0.87 0.86 5.27
C19 -1.65 -0.44 5.52
C20 -0.89 -1.25 6.57
C21 -3.05 -0.08 6.06
C22 -1.84 -1.25 4.24
C23 -2.24 -2.59 4.31
C24 -2.45 -3.35 3.18
C25 -2.24 -2.76 1.94
S1 -2.40 -3.45 0.37
C26 -1.85 -1.95 -0.33
N3 -1.57 -1.02 0.52
C27 -1.81 -1.43 1.82
C28 -1.66 -0.68 2.99
C29 -1.72 -1.88 -1.79
C30 -2.54 -2.76 -2.51
C31 -2.46 -2.85 -3.88
C32 -1.52 -2.09 -4.56
C33 -0.72 -1.20 -3.86
C34 -0.80 -1.02 -2.47
H16 -0.62 1.31 6.23
H17 -1.45 1.58 4.71
H18 0.07 0.65 4.74
H19 -0.73 -0.64 7.46
H20 0.08 -1.57 6.19
H21 -1.44 -2.13 6.89
H22 -2.96 0.53 6.96
H23 -3.60 -0.98 6.31
H24 -3.62 0.48 5.32
H25 -2.41 -3.05 5.27
H26 -2.79 -4.38 3.24
H27 -1.40 0.37 2.90
H28 -3.26 -3.36 -1.98
H29 -3.13 -3.50 -4.43
H30 -1.43 -2.17 -5.64
H31 0.00 -0.62 -4.42
Cl1 -0.39 3.75 -7.86
C35 0.11 3.10 -6.34
C36 1.44 3.00 -6.04
C37 1.86 2.44 -4.83
I1 3.90 2.23 -4.40
C38 0.96 1.96 -3.90
O1 1.30 1.36 -2.77
C39 -0.43 2.08 -4.20
N4 -1.28 1.58 -3.26
C40 -2.56 1.58 -3.53
C41 -3.10 2.11 -4.71
C42 -2.26 2.66 -5.65
C43 -0.87 2.64 -5.42
H32 2.18 3.34 -6.75
H33 -3.23 1.13 -2.80
H34 -4.17 2.07 -4.87
H35 -2.64 3.10 -6.56

Multiplicity: 3
Energy relative to the best compared isomer or geometry (same formula, charge and spin), kJ/mol: 95.20
HOMO energy (spin up / spin down), Ha: -0.3812 / -0.3857
Kohn-Sham gap (spin up / spin down), eV: 7.27 / 7.44
Charge: +1
Max |F|, hartree/bohr: 0.03960
Electronic energy, Ha: -4395.22801
⟨S²⟩: 2.0224

# 4
The following is a quantum chemistry calculation of a structure of composition C18H12N6PdTe, from the OMol25 dataset.

CARTESIAN COORDINATES (ANGSTROEM)
Pd1 0.77 -0.33 -0.18
C1 -1.75 -3.74 -1.86
C2 -1.37 -2.40 -1.78
N1 -1.18 -1.80 -0.62
C3 -1.37 -2.53 0.48
C4 -1.76 -3.86 0.40
N2 -1.95 -4.47 -0.77
C5 -1.10 -1.83 1.77
C6 -1.48 -2.31 3.01
C7 -1.20 -1.57 4.15
C8 -0.56 -0.35 3.99
C9 -0.21 0.07 2.72
N3 -0.45 -0.68 1.65
C10 0.44 1.38 2.41
C11 0.80 2.30 3.39
N4 1.36 3.47 3.10
C12 1.57 3.72 1.81
C13 1.22 2.81 0.83
N5 0.66 1.65 1.12
C14 -1.59 -2.07 5.51
C15 -2.19 -3.31 5.70
C16 -2.53 -3.72 6.97
N6 -2.33 -3.00 8.07
C17 -1.75 -1.81 7.89
C18 -1.37 -1.31 6.66
H1 -1.89 -4.22 -2.81
H2 -1.22 -1.81 -2.67
H3 -1.92 -4.45 1.29
H4 -2.00 -3.25 3.07
H5 -0.34 0.28 4.84
H6 0.63 2.09 4.44
H7 2.02 4.67 1.56
H8 1.39 3.01 -0.22
H9 -2.39 -3.97 4.87
H10 -3.00 -4.69 7.12
H11 -1.59 -1.22 8.79
H12 -0.92 -0.33 6.62
Te1 2.74 -1.38 -1.15

Multiplicity: 3
HOMO energy (spin up / spin down), Ha: -0.2599 / -0.2463
Kohn-Sham gap (spin up / spin down), eV: 6.00 / 5.64
Charge: 0
Max |F|, hartree/bohr: 0.00855
Electronic energy, Ha: -1417.54012
⟨S²⟩: 2.0202

# 5
The following is a quantum chemistry calculation of a structure of composition C38H39Cl4F6N5O2PS3SbV in a non-equilibrium geometry, from the OMol25 dataset.

CARTESIAN COORDINATES (ANGSTROEM)
V1 0.07 -1.43 -1.40
Cl1 3.86 5.13 -1.96
C1 3.03 3.63 -1.85
C2 3.72 2.44 -2.08
Cl2 5.38 2.47 -2.49
C3 3.04 1.23 -2.01
Cl3 3.89 -0.21 -2.41
C4 1.69 1.21 -1.64
O1 0.99 0.03 -1.50
C5 0.99 2.40 -1.40
O2 -0.31 2.38 -1.06
C6 1.68 3.61 -1.54
Cl4 0.81 5.07 -1.34
F1 -0.73 -3.02 -1.30
Sb1 2.09 -2.84 -2.23
F2 2.72 -2.09 -0.58
F3 1.99 -4.39 -1.14
F4 3.77 -3.12 -2.94
F5 1.15 -3.97 -3.43
F6 1.51 -1.53 -3.53
C7 -1.98 0.56 -4.54
C8 -1.48 0.29 -3.29
N1 -1.18 -0.98 -2.92
C9 -1.42 -1.99 -3.77
C10 -1.94 -1.79 -5.04
C11 -2.18 -0.49 -5.43
C12 -2.21 -2.94 -5.93
C13 -2.79 -4.10 -5.63
C14 -3.40 -4.56 -4.37
C15 -3.71 -5.90 -4.23
C16 -4.27 -6.30 -3.03
N2 -4.53 -5.45 -2.04
C17 -4.22 -4.18 -2.29
N3 -3.66 -3.69 -3.39
H1 -2.19 1.58 -4.82
H2 -1.31 1.06 -2.56
H3 -1.13 -2.98 -3.46
H4 -2.55 -0.29 -6.43
H5 -1.88 -2.80 -6.96
H6 -2.85 -4.82 -6.44
H7 -3.51 -6.61 -5.02
H8 -4.52 -7.34 -2.85
H9 -4.44 -3.47 -1.50
S1 -1.09 2.55 3.24
P1 -0.99 3.87 1.79
S2 -0.60 2.17 0.71
C18 0.36 5.04 1.87
C19 1.66 4.62 1.61
C20 2.71 5.51 1.77
C21 2.45 6.81 2.19
C22 1.15 7.22 2.46
C23 0.10 6.34 2.29
C24 -2.50 4.72 1.36
C25 -2.53 5.59 0.27
C26 -3.72 6.21 -0.08
C27 -4.87 5.96 0.66
C28 -4.84 5.10 1.74
C29 -3.65 4.47 2.10
H10 1.85 3.61 1.28
H11 3.72 5.20 1.57
H12 3.27 7.51 2.32
H13 0.96 8.24 2.78
H14 -0.92 6.66 2.49
H15 -1.63 5.79 -0.30
H16 -3.75 6.88 -0.93
H17 -5.80 6.44 0.38
H18 -5.73 4.91 2.32
H19 -3.61 3.79 2.94
C30 0.51 -4.31 4.60
C31 -0.49 -5.16 3.82
C32 -0.08 -5.48 2.38
C33 -0.13 -4.32 1.40
N4 0.99 -3.39 1.66
C34 1.00 -2.07 1.56
S3 -0.37 -1.18 0.93
N5 2.04 -1.39 2.01
C35 2.23 0.06 1.86
C36 3.57 0.49 2.44
C37 3.62 0.60 3.97
C38 3.52 -0.73 4.72
H20 0.23 -4.27 5.66
H21 0.55 -3.28 4.24
H22 1.52 -4.73 4.55
H23 -1.46 -4.67 3.81
H24 -0.62 -6.11 4.34
H25 -0.75 -6.25 1.98
H26 0.92 -5.92 2.36
H27 -1.06 -3.76 1.49
H28 -0.04 -4.68 0.38
H29 1.85 -3.83 1.95
H30 2.86 -1.92 2.29
H31 1.41 0.57 2.35
H32 2.19 0.30 0.80
H33 3.80 1.47 2.01
H34 4.36 -0.19 2.09
H35 2.82 1.26 4.30
H36 4.56 1.08 4.24
H37 2.53 -1.19 4.61
H38 3.69 -0.59 5.78
H39 4.27 -1.44 4.36

Energy relative to the best compared isomer or geometry (same formula, charge and spin), kJ/mol: 121.83
HOMO energy, Ha: -0.4018
Kohn-Sham gap, eV: 6.50
Charge: +1
Max |F|, hartree/bohr: 0.04092
Electronic energy, Ha: -7055.77965

# 6
The following is a quantum chemistry calculation of a structure of composition C52H45FN4OP2S2Ti in a non-equilibrium geometry, from the OMol25 dataset.

CARTESIAN COORDINATES (ANGSTROEM)
Ti1 0.02 -0.30 -0.10
O1 -3.75 -1.25 0.15
S1 -2.92 -0.04 -0.07
C1 -3.47 1.15 1.13
C2 -4.84 1.39 1.27
C3 -5.29 2.17 2.31
C4 -4.38 2.70 3.23
C5 -3.03 2.44 3.10
C6 -2.55 1.67 2.03
P1 -0.77 1.32 1.88
C7 -0.43 0.66 3.55
C8 -1.30 -0.31 4.04
C9 -1.09 -0.88 5.29
C10 0.00 -0.49 6.06
C11 0.88 0.47 5.57
C12 0.67 1.04 4.32
C13 0.03 2.96 1.78
C14 0.09 3.87 2.84
C15 0.70 5.10 2.66
C16 1.25 5.45 1.44
C17 1.19 4.56 0.37
C18 0.58 3.33 0.55
C19 -3.47 0.72 -1.59
C20 -4.83 0.65 -1.89
C21 -5.31 1.33 -2.99
C22 -4.43 2.06 -3.79
C23 -3.07 2.05 -3.53
C24 -2.57 1.35 -2.43
P2 -0.77 1.09 -2.30
C25 -0.15 2.76 -2.71
C26 -0.65 3.83 -1.95
C27 -0.29 5.13 -2.24
C28 0.59 5.39 -3.29
C29 1.10 4.35 -4.04
C30 0.73 3.03 -3.75
C31 -0.46 0.06 -3.80
C32 -1.52 -0.52 -4.50
C33 -1.30 -1.32 -5.61
C34 0.00 -1.57 -6.04
C35 1.07 -1.01 -5.35
C36 0.84 -0.22 -4.24
H1 -5.55 0.95 0.59
H2 -6.35 2.36 2.42
H3 -4.74 3.29 4.07
H4 -2.35 2.82 3.85
H5 -2.16 -0.62 3.45
H6 -1.79 -1.62 5.67
H7 0.16 -0.92 7.04
H8 1.73 0.78 6.17
H9 1.37 1.78 3.95
H10 -0.31 3.62 3.81
H11 0.74 5.80 3.50
H12 1.73 6.42 1.31
H13 1.60 4.83 -0.59
H14 0.51 2.65 -0.28
H15 -5.49 0.05 -1.27
H16 -6.36 1.29 -3.23
H17 -4.81 2.60 -4.65
H18 -2.39 2.55 -4.20
H19 -1.36 3.64 -1.15
H20 -0.71 5.95 -1.66
H21 0.87 6.42 -3.52
H22 1.77 4.55 -4.86
H23 1.12 2.24 -4.37
H24 -2.54 -0.37 -4.17
H25 -2.14 -1.76 -6.13
H26 0.17 -2.20 -6.91
H27 2.08 -1.20 -5.68
H28 1.70 0.20 -3.72
C37 -2.61 -5.81 1.16
C38 -3.34 -4.61 0.57
N1 -2.56 -3.89 -0.45
C39 -1.61 -3.00 -0.16
S2 -0.92 -2.06 -1.50
N2 -1.22 -2.86 1.08
N3 -0.23 -1.90 1.18
C40 0.61 -2.12 2.15
C41 0.45 -3.32 3.01
C42 1.72 -1.17 2.30
C43 2.76 -1.38 3.17
C44 3.78 -0.44 3.24
C45 3.71 0.67 2.43
C46 2.65 0.79 1.55
N4 1.67 -0.11 1.48
H29 -3.28 -6.34 1.85
H30 -1.73 -5.50 1.71
H31 -2.30 -6.51 0.37
H32 -3.61 -3.90 1.35
H33 -4.25 -4.93 0.08
H34 -2.88 -3.89 -1.40
H35 0.56 -4.22 2.41
H36 -0.57 -3.34 3.40
H37 1.15 -3.33 3.84
H38 2.78 -2.26 3.79
H39 4.61 -0.58 3.92
H40 4.48 1.44 2.44
H41 2.59 1.63 0.88
F1 5.51 -0.58 -2.83
C47 4.31 -0.51 -2.27
C48 3.73 0.74 -2.11
C49 2.46 0.80 -1.54
C50 1.79 -0.36 -1.12
C51 2.41 -1.60 -1.33
C52 3.67 -1.68 -1.89
H42 4.25 1.63 -2.44
H43 2.01 1.78 -1.45
H44 1.92 -2.51 -1.05
H45 4.17 -2.63 -2.06

HOMO energy, Ha: -0.4862
Kohn-Sham gap, eV: 6.68
Charge: +2
Max |F|, hartree/bohr: 0.02052
Electronic energy, Ha: -4730.79491